DFT (ωB97M-V/def2-TZVPD) results for C57H49BaBrN4O5P2STe2 as an isolated structure at a distorted geometry.

charge	-2
Kohn-Sham gap	4.709	eV
HOMO level	-1.3	eV

Each line ends with the Löwdin charge.
Geometry (Å):
Ba  0.5430  1.0362  -1.0379  1.50
Te  -2.5511  0.6071  -2.3125  0.58
Te  0.4011  -3.4134  4.1263  1.27
Br  0.0390  -0.1839  -4.6342  0.82
S  -1.9296  3.8358  0.1948  0.88
P  -1.2946  -1.4568  1.8063  0.92
P  1.5497  -0.9241  2.1421  0.85
O  3.5620  4.9909  -7.3888  -0.08
O  0.2410  -1.8887  -1.4522  -0.20
O  -1.0749  2.6433  0.3123  -0.74
O  1.9688  2.8231  -1.8910  -0.42
O  5.1090  3.4809  -7.3468  -0.11
N  0.0990  3.3907  -4.0196  0.11
N  3.1740  0.5953  -2.4020  0.00
N  4.0137  3.9520  -6.8640  -0.41
N  0.0369  -1.8894  8.8145  0.02
C  3.8831  -0.3558  -4.9343  -0.06
C  2.6606  -3.3608  1.2491  -0.14
C  -3.4551  2.1996  3.6377  -0.12
C  2.3816  -0.1114  3.5746  -0.41
C  3.2727  1.2662  5.7871  -0.13
C  -1.4472  5.0211  2.5159  -0.12
C  4.1949  -1.4937  1.3890  -0.09
C  -0.3022  4.1152  -6.2618  -0.08
C  -2.4848  -2.7929  2.3235  -0.41
C  0.0840  -3.1725  8.4369  -0.19
C  2.1678  2.5660  -3.1792  -0.36
C  -1.7704  4.5535  -1.4537  -0.39
C  -2.4203  1.6049  4.3510  -0.09
C  -2.1250  0.0218  2.6165  -0.39
C  1.0534  4.0419  -6.5015  -0.03
C  2.8917  -2.0335  1.5526  -0.38
C  -2.9737  -3.0343  -4.9381  -0.20
C  -4.0541  -3.3812  -2.8387  -0.10
C  0.0507  -3.5921  7.1166  -0.18
C  -1.2615  -1.3894  -5.3037  -0.57
C  3.6567  -4.1470  0.7696  -0.10
C  -3.0177  -2.8134  3.6207  -0.12
C  -2.7706  -3.4793  -6.2686  -0.08
C  4.9207  -3.6175  0.6190  -0.13
C  -3.5013  -2.1514  -2.3665  -0.22
C  2.9510  -0.7902  4.6322  -0.12
C  -3.2079  0.5396  1.9316  -0.10
C  1.9271  3.5683  -5.5412  -0.04
C  -3.4858  -4.9244  1.8991  -0.11
C  4.0793  -1.1198  -3.8488  -0.08
C  -3.8460  1.7208  2.3901  -0.07
C  5.2321  -2.3170  0.9311  -0.11
C  -1.0496  5.1158  1.0645  -0.37
C  0.2453  -2.6843  6.0720  -0.56
C  -1.1916  -1.7422  -6.6214  -0.14
C  -3.7490  -3.9326  4.0700  -0.09
C  3.3440  -0.0851  5.7794  -0.11
C  -2.2966  -1.9143  -4.4221  -0.21
C  -3.8500  -3.7762  -4.1227  -0.08
C  0.2922  -1.3387  6.4915  -0.12
C  -2.7505  -3.8578  1.5072  -0.14
C  -1.9253  -2.8640  -7.0777  -0.12
C  -0.7387  3.7811  -5.0067  -0.16
C  3.7569  1.8912  -5.7376  -0.03
C  0.1790  -1.8738  2.7953  -1.06
C  -1.6868  0.5750  3.7833  -0.10
C  3.4272  1.0114  -4.8503  -0.23
C  0.1008  -0.9981  7.8322  -0.17
C  2.8308  1.9797  4.6885  -0.07
C  -2.6493  -1.3808  -3.1316  -0.61
C  3.7414  -0.5708  -2.5234  -0.15
C  3.4137  3.2680  -5.8586  -0.13
C  -3.9959  -5.0015  3.1954  -0.10
C  2.8714  1.3587  -3.5076  -0.24
C  1.3921  3.2255  -4.2526  -0.19
C  2.3161  1.2680  3.5709  -0.10
C  -2.7970  5.6234  -1.4284  -0.16
H  -1.8139  -3.1546  -8.1333  0.11
H  -0.0743  4.9133  0.7848  0.07
H  1.4424  4.2553  -7.4780  0.10
H  -3.2909  -4.3904  -6.6599  0.12
H  0.6664  -2.4671  -2.1031  0.05
H  -3.6977  -5.7309  1.2034  0.10
H  0.0785  -3.9106  9.2927  0.11
H  -0.9060  4.3301  -7.1261  0.09
H  -4.1732  -4.0295  5.0633  0.09
H  -1.7808  3.8058  -4.7335  0.09
H  -2.9355  -1.9758  4.3246  0.11
H  -4.5509  -4.0646  -2.1446  0.10
H  0.4707  -0.5031  5.8052  0.08
H  6.2246  -1.9090  0.8968  0.09
H  1.7958  1.7290  2.7259  0.09
H  -2.1481  1.9770  5.2904  0.08
H  -4.6628  -5.7736  3.5203  0.08
H  -1.9337  3.7339  -2.1167  0.03
H  -3.7521  3.0860  4.1426  0.08
H  3.5172  1.8103  6.6622  0.09
H  4.1431  -0.6664  -5.9210  0.10
H  -0.8438  0.1032  4.3083  0.07
H  -0.0672  -4.6594  6.9126  0.08
H  5.6950  -4.1526  0.0738  0.10
H  -2.4503  -3.7996  0.4798  0.09
H  -3.7799  5.1491  -1.4719  0.08
H  4.3938  -0.4181  1.5221  0.11
H  -1.6584  5.9729  2.9130  0.05
H  -0.4916  -1.2005  -7.2588  0.10
H  3.8078  -0.5812  6.6358  0.11
H  -0.0937  0.0588  8.0360  0.10
H  4.5017  -2.1608  -3.8570  0.10
H  -0.6851  -2.1901  -1.5014  0.02
H  -3.4358  0.1345  0.9700  0.06
H  -4.1744  -4.8016  -4.4787  0.12
H  -1.2930  6.1065  0.6454  0.09
H  -2.8034  6.3113  -0.5786  0.07
H  -2.3200  4.4147  2.6992  0.04
H  3.9245  -1.1929  -1.6730  0.08
H  3.4343  -5.1139  0.3620  0.10
H  -3.9168  -1.7311  -1.4641  0.05
H  2.8022  3.0519  4.6283  0.09
H  -0.7372  4.8922  -1.5256  0.10
H  -4.5553  2.2124  1.8313  0.07
H  3.0294  -1.9151  4.5895  0.10
H  -2.6796  6.1506  -2.3454  0.07
H  1.6289  -3.6596  1.3835  0.07
H  4.3794  1.4848  -6.5298  0.11
H  -0.6314  4.6507  3.1336  0.08